1.
49
Properties=species:S:1:pos:R:3:mulliken_charge:R:1 method="wB97M-V/def2-TZVPD" energy_ha=-704.08362 multiplicity=1 smiles="CCCCCCCCCCCCCCCC=O" e_above_lowest_kj_mol=6.22 e_lumo_ev=0.93 orbital_gap_ev=10.70
C 7.352 0.278 -0.053 -1.17
C 6.878 -1.162 -0.219 -0.55
C 5.380 -1.270 -0.507 -0.43
C 4.511 -0.836 0.673 -0.50
C 3.029 -1.155 0.476 -0.82
C 2.372 -0.454 -0.715 -0.68
C 2.442 1.074 -0.684 -0.73
C 1.817 1.725 0.551 -0.88
C 0.342 1.390 0.777 -0.44
C -0.563 1.867 -0.358 -0.46
C -2.051 1.723 -0.038 -0.91
C -2.512 0.269 0.042 -0.44
C -4.018 0.165 0.269 -0.65
C -4.485 -1.287 0.352 -0.69
C -5.994 -1.378 0.579 -0.51
C -6.766 -0.833 -0.585 -0.04
O -7.728 -0.122 -0.515 -0.48
H 7.090 0.867 -0.930 0.30
H 6.900 0.740 0.821 0.30
H 8.432 0.308 0.069 0.38
H 7.425 -1.619 -1.047 0.31
H 7.114 -1.727 0.685 0.33
H 5.145 -2.309 -0.751 0.30
H 5.146 -0.661 -1.382 0.24
H 4.856 -1.357 1.570 0.45
H 4.632 0.232 0.849 0.05
H 2.918 -2.234 0.337 0.43
H 2.492 -0.891 1.390 0.30
H 1.326 -0.765 -0.759 0.35
H 2.844 -0.799 -1.637 0.41
H 3.487 1.386 -0.742 0.40
H 1.948 1.456 -1.580 0.40
H 1.918 2.810 0.450 0.44
H 2.380 1.429 1.438 0.33
H 0.232 0.314 0.912 0.00
H 0.021 1.871 1.705 0.44
H -0.342 1.307 -1.268 0.27
H -0.348 2.920 -0.556 0.30
H -2.627 2.229 -0.818 0.35
H -2.269 2.224 0.908 0.35
H -1.995 -0.238 0.859 0.26
H -2.250 -0.243 -0.887 0.28
H -4.279 0.681 1.196 0.32
H -4.546 0.667 -0.545 0.39
H -3.966 -1.790 1.171 0.35
H -4.225 -1.806 -0.574 0.34
H -6.283 -2.428 0.683 0.37
H -6.286 -0.851 1.489 0.28
H -6.371 -1.164 -1.567 0.34



2.
57
Properties=species:S:1:pos:R:3:mulliken_charge:R:1 method="wB97M-V/def2-TZVPD" total_charge=-1 energy_ha=-6136.16753 multiplicity=1 e_lumo_ev=2.53 orbital_gap_ev=6.66
C -0.665 3.705 3.315 -0.66
C 0.497 4.346 3.236 -0.06
C 1.518 4.163 2.174 0.60
O 2.644 3.764 2.452 -0.54
O 1.229 4.602 0.906 -0.36
C 0.247 3.786 0.224 -0.53
C 0.428 3.921 -1.270 -0.76
C 0.249 2.599 -2.011 -0.58
C -1.106 1.956 -1.740 -0.57
C -1.299 0.610 -2.423 -0.99
C -0.312 -0.502 -2.071 -1.33
As -0.485 -1.397 -0.238 0.87
C 0.044 -3.236 -0.958 -1.27
C 1.510 -3.597 -0.750 -0.88
C 2.494 -2.609 -1.395 0.10
C 3.629 -3.340 -2.064 0.47
O 3.507 -4.081 -3.014 -0.58
O 4.863 -3.166 -1.508 -0.50
C -0.684 -2.199 1.678 -1.51
C -1.569 -1.373 2.571 0.36
C -0.826 -0.734 3.709 -1.70
Br -3.042 -2.467 3.351 -0.22
P -2.784 -1.975 -0.675 0.31
N -3.153 -2.505 -2.146 -0.95
H -1.300 3.815 4.172 0.31
H -0.999 3.034 2.547 0.16
H 0.772 5.011 4.033 0.33
H -0.738 4.121 0.522 0.34
H 0.363 2.741 0.507 0.37
H -0.229 4.682 -1.670 0.30
H 1.448 4.251 -1.434 0.40
H 0.277 2.826 -3.070 0.33
H 1.074 1.958 -1.727 0.29
H -1.319 1.928 -0.683 0.24
H -1.843 2.635 -2.171 0.43
H -1.183 0.808 -3.489 0.43
H -2.327 0.284 -2.311 0.33
H -0.354 -1.251 -2.853 0.66
H 0.690 -0.086 -2.106 0.40
H -0.955 -0.001 0.392 -0.44
H 1.012 -1.020 0.133 0.05
H -0.546 -3.959 -0.404 0.51
H -0.191 -3.376 -2.006 0.55
H 1.678 -4.549 -1.247 0.52
H 1.754 -3.763 0.291 0.22
H 2.910 -1.992 -0.610 0.35
H 2.012 -2.002 -2.146 -0.11
H 4.856 -2.372 -0.972 0.38
H 0.317 -2.211 2.104 0.44
H -1.022 -3.224 1.640 0.59
H -2.087 -0.584 2.035 0.27
H -0.426 -1.476 4.388 0.41
H -0.003 -0.142 3.322 0.37
H -1.488 -0.062 4.239 0.47
H -3.160 -2.944 0.288 0.03
H -3.618 -0.863 -0.352 0.03
H -2.313 -2.488 -2.713 0.34



3.
53
Properties=species:S:1:pos:R:3:lowdin_spin:R:1 method="wB97M-V/def2-TZVPD" total_charge=-1 energy_ha=-2026.68117 s_squared=2.009 multiplicity=3 e_lumo_ev="2.99 / 2.93" orbital_gap_ev="4.11 / 5.50"
Au -0.487 1.860 0.135 0.04
Cl 0.983 -0.218 -0.948 0.28
Cl -0.961 0.982 2.399 0.00
C 1.111 2.947 0.707 0.33
H 0.802 3.528 1.594 0.01
H 1.327 3.566 -0.173 0.02
C -2.166 -0.624 -0.461 0.00
C -2.071 0.658 -0.796 0.01
H -2.033 -0.921 0.582 0.00
C -2.147 1.136 -2.259 0.01
H -2.486 1.431 -0.075 0.00
C -2.870 0.123 -3.138 0.00
H -2.621 2.129 -2.288 0.00
H -1.120 1.303 -2.618 0.01
C -2.429 -1.318 -2.855 0.00
H -3.947 0.226 -2.969 0.00
H -2.673 0.352 -4.188 0.00
C -2.615 -1.695 -1.377 0.00
H -2.989 -2.012 -3.494 0.00
H -1.362 -1.401 -3.101 0.01
H -3.691 -1.857 -1.200 0.00
H -2.132 -2.668 -1.177 0.00
C 3.946 0.921 -1.124 0.01
C 3.883 -0.379 -0.293 0.03
C 5.070 -0.456 0.666 0.02
P 2.306 -0.663 0.605 0.41
C 1.753 -2.383 0.916 0.03
C 3.001 -3.160 1.323 0.03
C 0.563 -2.464 1.886 0.00
C 2.197 0.251 2.177 0.10
C 2.874 -0.435 3.372 0.07
C 2.655 1.665 2.018 0.39
H 3.960 1.811 -0.482 0.00
H 3.133 1.019 -1.850 0.00
H 4.885 0.919 -1.694 0.00
H 3.944 -1.230 -1.002 0.00
H 5.150 0.440 1.301 0.00
H 5.048 -1.350 1.304 0.00
H 5.986 -0.514 0.062 0.00
H 1.397 -2.802 -0.045 0.00
H 3.428 -2.803 2.272 0.00
H 2.745 -4.219 1.436 0.01
H 3.773 -3.085 0.543 0.00
H -0.245 -1.769 1.611 0.00
H 0.156 -3.485 1.863 0.00
H 0.830 -2.237 2.924 0.00
H 1.109 0.355 2.393 0.01
H 3.950 -0.578 3.200 0.00
H 2.779 0.226 4.244 0.01
H 2.416 -1.391 3.647 0.01
H 2.060 2.267 1.013 0.09
H 2.276 2.225 2.880 0.01
H 3.739 1.759 1.891 0.02



4.
56
Properties=species:S:1:pos:R:3:lowdin_spin:R:1 method="wB97M-V/def2-TZVPD" energy_ha=-1612.21086 s_squared=6.070 multiplicity=5 e_lumo_ev="0.37 / -2.18" orbital_gap_ev="6.13 / 6.02"
Os -0.250 -0.023 0.120 1.06
P -2.339 -0.914 0.233 0.07
P 2.306 0.766 -0.179 0.32
N -0.029 -0.873 -1.466 0.71
H -1.067 1.240 -0.541 0.00
C -3.773 0.165 -0.104 0.01
H -4.668 -0.436 0.096 0.00
H -3.747 0.484 -1.151 0.00
H -3.743 1.040 0.555 0.00
C -2.751 -1.590 1.872 0.00
H -3.793 -1.931 1.852 0.00
H -2.610 -0.824 2.638 0.00
H -2.080 -2.428 2.067 0.00
C -2.678 -2.363 -0.823 0.01
H -3.684 -2.714 -0.567 0.00
H -1.945 -3.150 -0.617 0.00
H -2.635 -2.078 -1.879 0.00
C 2.604 2.449 -0.809 0.03
H 3.680 2.636 -0.916 0.00
H 2.156 3.159 -0.100 0.00
H 2.083 2.528 -1.773 0.00
C 3.461 0.466 1.190 0.03
H 4.456 0.781 0.857 0.01
H 3.499 -0.611 1.384 0.00
H 3.187 0.999 2.110 0.00
C 3.163 -0.258 -1.463 0.09
H 4.207 0.088 -1.544 0.01
H 2.682 -0.165 -2.443 0.00
H 3.179 -1.316 -1.176 0.00
C 0.033 -1.480 -2.653 0.08
C -0.406 -1.665 -5.110 -0.01
C -0.473 -0.950 -3.919 0.15
C 0.609 -2.804 -2.773 0.15
C 0.669 -3.503 -3.971 -0.01
C 0.165 -2.946 -5.153 0.17
H -0.797 -1.236 -6.042 0.00
H -0.922 0.051 -3.914 0.01
H 1.000 -3.249 -1.852 0.01
H 1.119 -4.502 -3.991 0.00
H 0.218 -3.500 -6.091 0.01
C -0.402 1.284 2.748 0.10
O -0.376 -0.015 2.182 0.14
C -1.671 2.093 2.442 0.02
H -1.691 3.036 2.994 0.00
H -2.573 1.534 2.706 0.00
H -1.709 2.330 1.368 0.00
C -0.278 1.189 4.278 0.01
H -0.065 2.167 4.720 0.00
H 0.513 0.507 4.609 0.00
H -1.229 0.824 4.708 0.00
B 1.793 2.849 2.950 0.06
C 0.767 2.019 2.035 0.16
N 0.774 1.664 0.811 0.57
H 1.195 3.826 3.339 0.01
H 2.722 3.157 2.229 0.00
H 2.142 2.196 3.931 0.01



5.
63
Properties=species:S:1:pos:R:3:mulliken_charge:R:1 method="wB97M-V/def2-TZVPD" energy_ha=-4422.40625 multiplicity=1 smiles="NC[C@@H](O)CN(CCSc1nnco1)C(=O)OBr.COCCOC.COCCOC" e_lumo_ev=-0.83 orbital_gap_ev=8.39
N 0.969 -0.034 8.720 -0.66
C 0.184 0.481 7.616 -1.06
C 0.983 0.755 6.312 0.43
O 1.966 -0.260 6.181 -0.58
C 0.027 0.741 5.151 -1.09
N 0.704 0.713 3.842 0.26
C -0.286 1.075 2.783 -0.15
C -0.460 2.572 2.679 -0.72
S 0.848 3.278 1.640 -0.18
C 1.708 4.328 2.723 0.60
N 1.310 5.025 3.688 -0.30
N 2.433 5.673 4.162 -0.48
C 3.390 5.331 3.455 -0.02
O 3.009 4.435 2.497 -0.28
C 1.144 -0.611 3.512 0.63
O 2.285 -0.879 3.231 -0.52
O 0.113 -1.521 3.540 -0.41
Br 0.472 -3.004 2.530 0.05
H 1.855 0.453 8.740 0.29
H 1.193 -1.006 8.573 0.30
H -0.300 1.408 7.908 0.34
H -0.584 -0.248 7.396 0.43
H 1.491 1.708 6.404 0.37
H 2.802 0.122 5.920 0.35
H -0.714 -0.048 5.253 0.43
H -0.538 1.665 5.195 0.42
H -1.227 0.564 2.974 0.26
H 0.105 0.728 1.832 -0.05
H -0.498 3.076 3.635 0.42
H -1.399 2.771 2.181 0.49
H 4.397 5.654 3.523 0.44
C 1.315 -1.150 -0.096 -0.80
O 0.955 0.160 -0.516 -0.26
C 1.907 0.754 -1.385 -0.42
C 1.463 0.686 -2.829 -0.68
O 1.420 -0.650 -3.304 -0.38
C 0.108 -1.188 -3.341 -0.58
H 0.444 -1.595 0.376 0.04
H 1.618 -1.780 -0.936 0.48
H 2.123 -1.102 0.639 0.43
H 2.887 0.285 -1.264 0.36
H 1.997 1.806 -1.093 0.29
H 2.191 1.224 -3.445 0.41
H 0.491 1.172 -2.953 0.32
H -0.457 -0.757 -4.172 0.29
H -0.426 -1.013 -2.404 0.23
H 0.192 -2.262 -3.500 0.25
C -2.575 -1.971 -8.988 -0.66
O -3.358 -2.984 -8.382 -0.38
C -2.615 -3.816 -7.505 -0.52
C -2.840 -3.443 -6.056 -0.54
O -2.320 -2.156 -5.758 -0.21
C -3.320 -1.153 -5.707 -0.89
H -3.255 -1.263 -9.457 0.24
H -1.964 -1.438 -8.256 0.25
H -1.927 -2.398 -9.761 0.32
H -1.549 -3.779 -7.746 0.32
H -2.963 -4.842 -7.660 0.37
H -2.308 -4.160 -5.423 0.35
H -3.904 -3.497 -5.808 0.35
H -3.912 -1.251 -4.791 0.32
H -3.982 -1.198 -6.574 0.42
H -2.819 -0.186 -5.698 0.25



6.
53
Properties=species:S:1:pos:R:3:lowdin_spin:R:1 method="wB97M-V/def2-TZVPD" energy_ha=-2482.20914 s_squared=15.764 multiplicity=8 e_above_lowest_kj_mol=432.14 e_lumo_ev="-0.89 / -0.88" orbital_gap_ev="3.60 / 3.61"
P -0.842 2.383 -0.199 0.00
P -0.197 -1.147 -2.088 0.00
C -0.639 1.615 -1.850 0.00
C -1.309 0.219 -2.033 0.00
H 0.448 1.590 -2.077 0.00
H -1.096 2.325 -2.574 0.00
H -2.092 0.054 -1.266 0.00
H -1.805 0.213 -3.028 0.00
C 0.387 -1.123 -3.799 0.00
H 0.953 -2.032 -4.047 0.00
H 0.984 -0.228 -4.040 0.00
H -0.549 -1.093 -4.367 0.00
C -1.039 -2.703 -1.743 0.00
H -1.332 -3.110 -2.732 0.00
H -1.994 -2.550 -1.184 0.00
H -0.426 -3.494 -1.262 0.00
C -0.040 3.958 -0.325 0.00
H 0.141 4.296 0.692 0.00
H -0.721 4.629 -0.841 0.00
H 0.904 3.887 -0.862 0.00
C -2.547 2.699 0.180 0.00
H -3.207 1.918 -0.180 0.00
H -2.791 3.645 -0.288 0.00
H -2.648 2.794 1.256 0.00
Eu -2.050 -2.647 1.451 7.06
C 1.389 -0.752 -0.920 0.00
C 2.513 0.124 -1.053 0.00
C 2.928 1.252 -0.206 0.00
C 2.496 1.267 1.323 0.00
C 1.293 1.993 1.640 0.00
C -0.038 1.581 1.218 0.00
C -0.294 0.013 1.145 0.00
C 0.658 -0.976 0.469 0.00
C -1.435 -1.718 3.604 -0.03
H 1.805 -1.752 -1.247 0.00
H 3.177 -0.083 -1.875 0.00
H 2.629 2.197 -0.694 0.00
H 4.036 1.258 -0.196 0.00
H 2.330 0.226 1.651 0.00
H 3.326 1.653 1.949 0.00
H 1.338 2.678 2.499 0.00
H -0.724 1.875 2.053 0.00
H -1.387 -0.159 0.975 0.00
H -0.167 -0.211 2.191 0.00
H 1.426 -1.314 1.195 0.00
H 0.131 -1.952 0.315 0.00
H -1.362 -2.678 4.151 0.00
H -2.161 -1.048 4.089 0.00
H -0.448 -1.229 3.653 0.00
Cl 1.195 -4.135 1.514 0.00
C -0.292 -4.466 2.329 -0.03
H -0.616 -5.456 2.013 0.00
H -0.239 -4.282 3.423 0.00



Number 1: maximum force 0.507 eV/A. Number 2: maximum force 2.315 eV/A. Number 3: maximum force 3.768 eV/A. Number 4: maximum force 4.994 eV/A. Number 5: maximum force 3.094 eV/A. Number 6: maximum force 3.625 eV/A.